1.
This record from the Open Molecules 2025 dataset describes C50H83BrI2N3O25PS7 as an isolated structure. The level of theory is wB97M-V/def2-TZVPD.

CARTESIAN COORDINATES (ANGSTROEM)
C 3.7735 -2.8141 3.7798
C 2.2822 -3.1658 4.3858
O 1.2109 -3.1876 3.3396
P -0.3376 -3.1082 4.1265
O -0.1140 -3.7168 5.6033
C -1.5876 -4.3220 3.2806
C -1.9598 -3.9209 1.7361
C -2.0897 -2.3138 1.4426
C -0.8344 -1.6352 0.5698
C -0.8848 -0.0210 0.2910
C -2.1431 0.9342 0.8408
C -3.4120 0.2939 1.6574
C -4.6522 1.2474 2.1472
C -4.9815 1.1929 3.7524
C -3.6834 1.3725 4.7361
Br -4.3141 2.2920 6.4342
C -3.3543 -1.3525 1.9471
C -4.5818 -2.0999 2.8020
I -4.5325 -2.4374 4.9832
C -5.8401 -2.5834 2.1053
C -6.1204 -2.4447 0.4931
I -7.4372 -3.5497 3.3109
C -1.9663 2.5589 0.4845
O -2.9512 3.3452 0.0452
C -0.4029 3.1229 0.6743
C -0.0108 4.5465 1.3887
N -1.0619 5.5036 1.9185
C 1.6033 4.9441 1.5477
C 2.0034 6.3743 2.3243
C 1.7071 7.7084 1.4441
C 2.0444 9.1594 2.2069
C 2.6231 8.8964 3.7430
C 2.8884 7.4470 4.4332
N 2.5645 6.1933 3.6912
C 2.8411 3.9853 1.0097
N 4.3026 4.3353 1.1817
C 2.4449 2.5581 0.2929
C 3.5738 1.4584 -0.2588
S 3.5431 -0.1659 0.6794
O 3.5243 -1.3152 -0.3987
O 4.6686 -0.3381 1.7271
C 0.8602 2.1633 0.1433
C 0.3762 0.7103 -0.5301
O 0.9244 0.2083 -1.6468
O -0.9842 -1.5137 4.3589
C -0.1194 -0.4558 3.8228
C 0.9368 0.1958 4.9017
H 3.9306 -3.1220 2.6613
H 4.0946 -1.6823 3.9672
H 4.5454 -3.4561 4.4193
H 2.0716 -2.3374 5.2193
H 2.3787 -4.1794 4.9642
H -2.5065 -4.5139 3.9796
H -1.0039 -5.3612 3.2207
H -3.0384 -4.3854 1.5231
H -1.2521 -4.3919 0.9191
H 0.0526 -2.3191 0.1910
H -5.6256 0.8399 1.5940
H -4.5635 2.3758 1.8509
H -5.6259 0.2351 3.9418
H -5.6986 2.1210 3.9746
H -2.8806 2.0986 4.2593
H -3.1671 0.3442 4.9481
H -5.2845 -3.0612 -0.0846
H -7.1528 -2.9529 0.1823
H -6.0861 -1.3159 0.1697
H -0.9555 5.4549 2.9744
H -2.0371 5.1374 1.7087
H 1.2800 7.7008 0.3344
H 1.8576 10.2105 1.7300
H 2.8673 9.8569 4.3996
H 3.3042 7.3615 5.5367
H 4.4277 4.8458 2.1079
H 4.7963 3.4057 1.3408
H 4.6705 1.8703 -0.2062
H 3.3181 1.2436 -1.3812
H 2.2840 -0.2703 1.3412
H 0.4795 -0.7335 2.8576
H -0.8474 0.4357 3.5051
H 0.8344 1.3825 4.8181
H 2.0710 -0.0217 4.5990
H 0.7071 -0.0592 6.0259
O 3.2426 -7.0190 5.4172
S 2.3818 -8.1449 5.7023
O 2.9100 -9.4472 6.0484
O 1.3173 -8.3258 4.4786
C 1.8198 -8.4804 3.1580
C 2.3948 -9.8685 2.9435
C 1.2183 -7.6717 6.9547
H 2.5595 -7.7058 2.9316
H 0.9771 -8.3332 2.4737
H 3.2842 -10.0291 3.5598
H 2.6821 -10.0119 1.8984
H 1.6656 -10.6363 3.2212
H 0.7822 -6.7079 6.6898
H 1.7585 -7.5914 7.9000
H 0.4477 -8.4409 7.0320
O 1.5881 4.6359 -5.2774
S 1.8281 3.4459 -6.0624
O 1.0620 3.1435 -7.2525
O 1.7956 2.1431 -5.0801
C 0.6380 1.9195 -4.2861
C -0.5138 1.3931 -5.1227
C 3.5499 3.3769 -6.4833
H 0.3540 2.8305 -3.7496
H 0.9042 1.1699 -3.5329
H -0.8565 2.1424 -5.8422
H -1.3632 1.1257 -4.4884
H -0.2051 0.5123 -5.6948
H 4.1432 3.5658 -5.5880
H 3.7428 4.1491 -7.2305
H 3.7742 2.3932 -6.8999
O 2.3460 -7.1064 10.1378
S 3.7129 -6.6654 10.3022
O 4.7254 -7.5090 10.9006
O 3.7202 -5.2243 11.0680
C 3.0708 -5.1211 12.3282
C 3.8869 -5.7773 13.4268
C 4.3229 -6.0994 8.7357
H 2.0612 -5.5416 12.2797
H 2.9664 -4.0535 12.5501
H 3.9544 -6.8591 13.2786
H 3.4319 -5.6018 14.4053
H 4.9097 -5.3872 13.4342
H 3.5868 -5.4313 8.2873
H 4.4722 -6.9737 8.0992
H 5.2736 -5.5858 8.8896
O -4.0839 0.4766 -5.7242
S -5.1550 1.1359 -6.4368
O -6.4492 0.5155 -6.6234
O -4.6031 1.6311 -7.8906
C -4.0236 0.6685 -8.7613
C -5.0836 -0.2129 -9.3962
C -5.4108 2.7409 -5.7262
H -3.2745 0.0696 -8.2335
H -3.4999 1.2210 -9.5490
H -5.5827 -0.8350 -8.6475
H -4.6393 -0.8782 -10.1413
H -5.8555 0.3963 -9.8774
H -4.4468 3.2381 -5.6133
H -5.8782 2.6035 -4.7493
H -6.0726 3.3156 -6.3767
O -8.4986 5.4960 -7.8938
S -7.1276 5.8111 -8.2271
O -6.0826 5.8460 -7.2263
O -7.0904 7.2115 -9.0644
C -7.6776 8.3674 -8.4818
C -6.8051 8.9345 -7.3770
C -6.5984 4.7414 -9.5393
H -8.6861 8.1479 -8.1169
H -7.7766 9.1139 -9.2774
H -6.7392 8.2451 -6.5301
H -7.2124 9.8795 -7.0077
H -5.7852 9.1026 -7.7375
H -7.3591 4.7330 -10.3206
H -6.4759 3.7389 -9.1247
H -5.6439 5.1015 -9.9276
O 6.9392 1.4264 -7.2970
S 7.1793 0.2364 -8.0820
O 6.4131 -0.0660 -9.2721
O 7.1467 -1.0664 -7.0997
C 5.9891 -1.2900 -6.3057
C 4.8373 -1.8165 -7.1423
C 8.9010 0.1674 -8.5029
H 5.7051 -0.3791 -5.7692
H 6.2553 -2.0396 -5.5525
H 4.4947 -1.0671 -7.8618
H 3.9879 -2.0838 -6.5080
H 5.1460 -2.6972 -7.7144
H 9.4943 0.3563 -7.6076
H 9.0939 0.9396 -9.2501
H 9.1253 -0.8163 -8.9195

Forces on the atoms, in the same order (eV/Å):
C 0.42 -0.21 0.53
C 2.04 0.67 1.68
O -2.09 0.80 1.81
P 1.22 -2.49 6.23
O -1.09 2.13 -5.23
C 0.92 -0.60 -1.36
C -1.83 0.40 -0.53
C 0.52 3.57 -0.97
C -3.43 2.72 1.39
C -1.65 -1.57 1.35
C 0.40 -2.66 0.27
C 3.16 -1.47 -1.39
C -0.52 -0.64 -0.05
C -0.65 0.77 -0.09
C 0.20 -0.31 -1.57
Br 0.63 -0.90 -1.12
C 1.85 0.37 -0.84
C -3.13 -0.79 -3.35
I 0.63 0.52 -1.64
C 3.67 1.64 1.06
C 0.22 -0.76 0.19
I 1.18 0.79 -1.37
C -2.41 2.28 -1.48
O 5.78 -4.62 3.05
C 3.18 0.49 0.34
C 1.91 -2.06 -1.32
N 1.28 -2.98 0.39
C -0.06 -1.62 -0.69
C -0.19 0.92 -0.55
C 1.63 1.37 4.15
C 0.62 -5.89 2.42
C -0.48 -1.27 -1.35
C -1.84 1.00 -4.26
N -0.80 5.12 -2.13
C -3.25 -1.17 0.19
N -2.60 -1.72 1.62
C -2.76 1.25 0.92
C -0.88 2.22 -0.45
S 3.00 -5.42 -1.07
O -0.23 4.37 3.66
O -3.79 1.59 -3.13
C 0.33 1.97 1.20
C 1.38 -1.15 -3.43
O -3.26 2.83 7.27
O 2.69 -1.98 -2.05
C 0.30 2.69 -0.36
C 0.29 1.05 -0.24
H -0.46 0.73 2.13
H -0.95 -2.44 -0.73
H -1.70 1.29 -1.36
H 0.15 -1.91 -1.96
H -0.68 1.82 -1.47
H 1.84 0.90 -1.32
H -1.05 2.38 0.33
H 2.28 1.02 0.41
H -1.18 1.11 1.93
H -2.00 1.71 0.81
H 2.09 0.84 1.14
H 0.43 -2.37 0.22
H 1.55 1.75 0.06
H 1.55 -2.05 -0.60
H -1.79 -1.45 0.98
H -1.07 2.05 -0.03
H -1.63 1.50 1.26
H 2.26 1.35 0.95
H -0.07 -2.29 0.64
H -0.11 0.41 -1.62
H 1.73 0.37 0.04
H 1.03 -0.30 2.80
H 0.48 -2.29 1.15
H -0.55 -2.31 -1.58
H -0.98 0.15 -2.70
H -0.48 -0.56 -1.60
H -0.75 1.55 -0.43
H -2.16 -0.87 0.13
H 0.43 -0.02 2.32
H 1.14 0.66 -0.59
H -1.31 0.10 1.85
H 1.40 -2.15 0.64
H 0.18 -2.55 0.15
H -2.54 0.17 0.87
H 0.48 0.18 -2.36
O -0.15 -0.86 -0.02
S -0.84 -0.32 0.13
O 0.03 1.15 -0.43
O 0.28 0.40 1.18
C 0.48 -0.34 -0.92
C 0.25 -0.23 0.12
C -0.10 0.03 -0.22
H -0.05 0.00 0.17
H -0.04 0.11 0.39
H -0.13 0.05 -0.10
H -0.10 0.07 0.06
H 0.05 0.14 -0.09
H 0.05 -0.05 -0.06
H 0.03 -0.08 -0.13
H 0.17 0.06 -0.06
O -0.22 -0.79 -0.60
S 0.11 -0.65 0.12
O 0.35 0.54 0.98
O 0.89 1.03 -0.90
C -1.10 -0.40 0.48
C -0.20 0.14 -0.25
C 0.04 -0.17 0.13
H 0.13 0.06 -0.12
H 0.27 0.31 -0.36
H 0.02 -0.09 0.11
H 0.12 -0.03 -0.01
H -0.03 0.07 0.16
H -0.12 -0.04 -0.09
H -0.18 -0.07 0.10
H -0.06 0.14 0.06
O 0.79 0.05 0.42
S 0.65 0.50 0.13
O -1.15 0.44 -0.36
O 0.13 -0.76 -1.19
C -0.34 -0.05 1.10
C 0.15 -0.33 0.09
C -0.05 0.19 0.08
H 0.11 -0.03 -0.15
H 0.09 -0.13 -0.39
H -0.03 0.16 0.02
H 0.00 0.08 -0.12
H -0.18 0.02 0.01
H 0.06 -0.07 0.08
H -0.06 0.01 0.16
H -0.15 -0.10 0.05
O -0.83 0.06 -0.66
S -0.10 0.41 -0.19
O 1.14 0.12 0.22
O -0.42 0.35 1.20
C 0.26 -0.85 -0.72
C -0.26 -0.24 0.11
C 0.09 0.06 -0.21
H -0.11 0.13 0.10
H -0.11 0.19 0.36
H 0.09 0.09 -0.11
H 0.03 0.14 0.04
H 0.15 -0.06 0.01
H -0.11 -0.08 -0.08
H 0.06 -0.16 -0.16
H 0.13 -0.08 0.11
O 1.04 0.39 0.14
S 0.14 0.40 -0.47
O -1.03 -0.11 -0.43
O 0.14 -1.46 0.02
C -0.30 0.95 0.64
C 0.16 -0.10 0.31
C 0.01 0.16 -0.16
H 0.11 -0.15 -0.06
H 0.08 -0.41 -0.09
H -0.04 0.11 -0.12
H 0.00 -0.06 -0.13
H -0.18 0.03 0.00
H 0.06 0.06 0.14
H -0.04 0.14 0.11
H -0.14 -0.01 0.12
O -0.25 -0.77 -0.58
S 0.04 -0.67 0.03
O 0.40 0.56 1.05
O 0.82 0.98 -0.84
C -1.09 -0.27 0.46
C -0.21 0.09 -0.28
C 0.08 -0.15 0.14
H 0.14 0.01 -0.12
H 0.30 0.21 -0.22
H 0.04 -0.10 0.12
H 0.15 0.00 0.03
H -0.03 0.09 0.15
H -0.13 -0.04 -0.08
H -0.20 -0.06 0.11
H -0.11 0.13 0.07

As for the total charge: 0. As for the spin multiplicity: 1. The strongest force on any atom is 8.45 eV/Å. The HOMO energy comes out at -8.841 eV.

2.
This record from the Open Molecules 2025 dataset describes an isolated ion of composition C4H11N4 and charge +1. The level of theory is wB97M-V/def2-TZVPD.

CARTESIAN COORDINATES (ANGSTROEM)
H -2.0627 0.0642 -2.2079
N -2.0460 -0.5616 -1.4002
C -1.3080 -0.3856 -0.3691
N -1.5704 -0.9216 0.8024
N -0.6571 -0.8850 1.8966
C 0.1899 0.5057 -0.3489
C 0.0762 1.3938 -1.6180
C 1.4939 -0.1310 -0.1573
N 1.7150 -0.9243 0.8836
H -2.5082 -1.2587 0.7845
H -0.2453 -1.8262 1.9855
H -1.1291 -0.7906 2.7518
H -0.2528 1.1836 0.4273
H -0.4554 0.8793 -2.5228
H 1.1438 1.6353 -1.9095
H -0.5357 2.2406 -1.3186
H 2.1789 -0.0059 -1.0061
H 2.5027 -1.4993 1.0966
H 1.1280 -1.0713 1.6616

Forces on the atoms, in the same order (eV/Å):
H 0.52 -0.45 0.54
N 0.44 0.62 1.92
C 2.01 0.61 -3.60
N 0.38 -0.10 1.40
N -0.45 -1.45 -1.43
C -3.37 1.28 -0.85
C 0.96 -1.29 -1.13
C -1.70 -1.62 1.79
N 1.80 0.81 -2.07
H -0.63 -0.79 1.11
H -0.71 0.02 -0.10
H -1.21 0.70 1.22
H 1.48 -0.78 0.24
H 1.33 0.81 1.69
H -1.48 0.43 -0.04
H 0.40 0.35 -0.50
H 0.29 -0.44 0.75
H 1.48 0.14 -1.13
H -1.55 1.17 0.19

As for the total charge: +1. As for the spin multiplicity: 1. The strongest force on any atom is 4.17 eV/Å. The HOMO energy comes out at -13.077 eV. The energy above the lowest of the compared OMol25 structures with the same formula, charge and spin comes out at 98.9 kcal per mole.

3.
This record from the Open Molecules 2025 dataset describes one molecule with the formula C23H25FN4O3. The level of theory is wB97M-V/def2-TZVPD.

CARTESIAN COORDINATES (ANGSTROEM)
C 6.8730 1.6765 0.3920
O 5.9838 0.6067 0.6014
C 4.7323 0.6847 0.0753
C 3.9041 -0.4150 0.3089
C 2.6202 -0.4414 -0.1886
C 2.1199 0.6380 -0.9104
C 0.7568 0.5756 -1.5146
O 0.4418 -0.3245 -2.2792
N -0.0658 1.6190 -1.2367
C 0.0021 2.3950 -0.0194
C -0.9665 1.8024 1.0099
N -2.3130 1.7797 0.4710
C -3.3278 1.4232 1.4600
C -2.9544 0.3700 2.4627
C -2.8580 0.5692 3.8527
N -2.4450 -0.5156 4.4741
N -2.2548 -1.4198 3.5216
C -2.5560 -0.9488 2.2876
C -2.3774 -1.7384 1.0704
C -3.4349 -2.0277 0.2077
C -3.2115 -2.6228 -1.0135
C -1.9121 -2.9296 -1.4329
O -1.7787 -3.4206 -2.6808
C -0.4768 -3.4821 -3.2322
C -0.8510 -2.7155 -0.5568
C -1.1081 -2.1410 0.6704
F -0.0612 -1.9184 1.5034
C -2.3765 1.0269 -0.7692
C -1.4057 1.6245 -1.7857
C 2.9455 1.7303 -1.1440
C 4.2422 1.7587 -0.6616
H 7.7979 1.3923 0.8913
H 6.4962 2.6054 0.8323
H 7.0711 1.8325 -0.6733
H 4.2976 -1.2399 0.8809
H 1.9904 -1.2969 -0.0050
H 1.0151 2.3862 0.3818
H -0.2907 3.4235 -0.2511
H -0.9682 2.4164 1.9133
H -0.6035 0.7949 1.2776
H -4.2285 1.1287 0.9145
H -3.5585 2.3361 2.0223
H -3.0817 1.4605 4.4046
H -1.9078 -2.3374 3.7525
H -4.4357 -1.7509 0.5013
H -4.0271 -2.8284 -1.6875
H 0.0314 -2.5188 -3.1366
H -0.6159 -3.7234 -4.2843
H 0.1187 -4.2689 -2.7587
H 0.1655 -2.9545 -0.8189
H -3.3958 1.0817 -1.1574
H -2.1062 -0.0288 -0.6394
H -1.4070 1.0277 -2.6985
H -1.6781 2.6587 -2.0125
H 2.5762 2.5645 -1.7233
H 4.8583 2.6194 -0.8692

Forces on the atoms, in the same order (eV/Å):
C 0.15 0.20 -0.04
O -0.29 -0.24 0.01
C -0.14 -0.07 -0.01
C 0.19 0.09 0.03
C -0.01 0.14 -0.05
C 0.25 0.01 -0.09
C 0.12 0.12 -0.09
O -0.01 -0.23 -0.03
N -0.07 0.13 -0.16
C 0.00 0.03 0.60
C 0.15 0.27 -0.16
N 0.05 0.02 -0.06
C 0.00 0.06 -0.04
C 0.03 -0.36 0.00
C 0.01 -0.28 -0.30
N 0.18 -0.06 0.86
N -0.15 0.09 -0.34
C -0.08 0.31 0.14
C 0.31 -0.23 0.03
C 0.27 -0.12 0.00
C 0.03 -0.04 -0.20
C -0.13 0.16 0.31
O -0.31 0.00 0.16
C 0.31 0.04 -0.14
C 0.10 -0.07 -0.09
C -0.33 0.04 0.00
F -0.13 -0.01 -0.19
C 0.14 0.09 -0.26
C -0.35 -0.31 -0.22
C -0.21 -0.26 0.04
C 0.35 0.07 0.10
H -0.05 0.07 -0.05
H 0.01 -0.04 -0.03
H -0.02 0.00 0.04
H 0.05 -0.10 0.08
H -0.09 -0.12 0.01
H -0.13 0.06 -0.04
H 0.07 -0.02 0.04
H 0.07 -0.04 0.04
H -0.01 0.06 0.05
H 0.00 0.14 0.02
H -0.12 -0.14 0.00
H -0.04 0.21 0.17
H -0.06 0.13 0.00
H -0.11 0.04 0.03
H -0.10 -0.02 -0.10
H -0.02 -0.06 0.00
H 0.05 -0.01 0.07
H -0.03 0.02 -0.01
H 0.12 0.00 -0.05
H 0.00 -0.06 -0.01
H -0.02 0.06 -0.08
H -0.03 0.11 0.07
H -0.01 -0.03 0.01
H -0.05 0.09 -0.03
H 0.09 0.05 0.00

As for the total charge: 0. As for the spin multiplicity: 1. The strongest force on any atom is 0.88 eV/Å. The HOMO energy comes out at -8.279 eV. The energy above the lowest of the compared OMol25 structures with the same formula, charge and spin comes out at 48.9 kcal per mole.

Question: Number 2 is which compound?
Answer: C4H11N4